P | DFT (wB97M-V/def2-TZVPD) results for a single C4H6N4 molecule.

Geometry as XYZ:
```
14
Properties=species:S:1:pos:R:3
N -0.76 -1.02 1.02
H 1.50 0.44 0.58
C 0.40 -1.16 -1.07
H -1.57 -1.48 1.38
N -0.07 1.21 1.75
C -0.70 0.08 1.65
H -1.77 0.05 2.32
H 0.60 0.43 -2.51
N -0.42 -1.75 -0.09
N 0.88 1.23 0.54
C 0.58 0.17 -1.49
H 0.34 -2.11 -1.97
H 0.46 2.47 -1.22
C 0.52 1.45 -0.89
```

Calculated values
frontier orbital gap	7.7	eV
SMILES	c1cn[nH]cn[nH]c1

---

Q | DFT (wB97M-V/def2-TZVPD) results for 2 unconnected molecules or ions with the total composition C4H6N4.

Geometry as XYZ:
```
14
Properties=species:S:1:pos:R:3
H 1.98 1.41 -0.96
H 5.19 -1.01 -0.56
N 3.86 0.57 -0.91
H -2.43 1.06 0.97
C -0.21 -0.82 0.40
N 2.52 0.58 -0.75
C 4.18 -0.66 -0.56
N -0.91 0.07 0.00
C -2.31 0.36 0.14
H -2.90 -0.53 0.33
N 3.13 -1.43 -0.18
H -0.17 -1.74 0.94
H -2.64 0.85 -0.78
C 2.12 -0.62 -0.33
```

Calculated values
frontier orbital gap (spin up / spin down)	8.6 / 8.6	eV

---

Which structure loses on stability? P does.